C3H4F2O | ωB97M-V/def2-TZVPD

Results
- Highest occupied orbital energy: -8.054 eV
- Molar mass: 94.06 g mol⁻¹
- LUMO level: 0.09 eV
- E: -10652.794 eV
- Energy above the lowest of the compared OMol25 structures with the same formula, charge and spin: 5.166 eV
- Max |F|: 2.899 eV/Å

CARTESIAN COORDINATES (ANGSTROEM)
C: 0.8509 -0.4963 0.1774
C: -0.4482 1.3683 -1.8877
C: -0.3031 -0.9747 1.0932
O: 0.5910 0.3830 -0.6460
F: -1.5178 1.6707 -1.1926
F: 0.0787 -1.9437 1.9631
H: 1.9660 -0.8310 0.3882
H: 0.2727 2.3079 -1.9559
H: -1.0654 -1.4709 0.5426
H: -0.4248 -0.0133 1.5176

Which charges does Löwdin predict for the atoms? In e, they are: C -0.109; C -0.028; C -0.151; O -0.083; F -0.064; F -0.027; H 0.170; H 0.041; H 0.131; H 0.120